ORCA calculation (ωB97M-V/def2-TZVPD) on C19H51BrInN4O8 as an isolated structure.

The geometry in XYZ format:
```
84
C19H51BrInN4O8 ωB97M-V/def2-TZVPD
O 3.677 1.857 -1.850
C 2.525 2.213 -2.050
O 2.171 2.720 -3.284
C 1.415 2.181 -1.104
In -0.241 0.762 -1.634
Br 0.638 -1.249 -3.031
C -1.924 1.857 -2.640
O -2.495 2.938 -1.870
O -1.535 3.432 -0.937
H 2.933 3.208 -3.602
H 1.793 1.867 -0.143
H 1.045 3.195 -1.020
H -0.870 0.100 -0.113
H -2.757 1.191 -2.839
H -1.618 2.270 -3.603
H -1.129 4.175 -1.399
C -0.644 -5.745 1.466
C 0.593 -4.881 1.247
C 0.362 -3.385 1.504
O -0.311 -2.723 0.466
C -1.719 -2.792 0.504
N 1.115 -5.123 -0.101
H -1.367 -5.631 0.658
H -0.364 -6.799 1.502
H -1.139 -5.494 2.407
H 1.352 -5.212 1.964
H 1.344 -2.905 1.563
H -0.138 -3.213 2.468
H -2.095 -2.784 1.534
H -2.092 -3.679 -0.017
H -2.096 -1.911 -0.014
H 1.988 -4.615 -0.212
H 0.489 -4.663 -0.758
C 5.219 -1.113 -1.635
C 5.146 -2.570 -1.197
C 6.484 -3.318 -1.311
O 6.842 -3.701 -2.626
C 7.474 -2.696 -3.393
N 4.069 -3.229 -1.936
H 5.270 -1.015 -2.720
H 4.333 -0.573 -1.314
H 6.090 -0.613 -1.204
H 4.873 -2.579 -0.136
H 6.402 -4.255 -0.752
H 7.298 -2.739 -0.852
H 8.117 -2.064 -2.774
H 6.745 -2.072 -3.915
H 8.091 -3.194 -4.143
H 3.946 -4.174 -1.581
H 4.382 -3.363 -2.893
C 2.331 3.190 3.472
C 1.006 2.487 3.190
C 0.220 2.128 4.460
O 0.706 0.998 5.163
C 1.775 1.252 6.048
N 1.259 1.329 2.336
H 3.089 2.499 3.841
H 2.719 3.632 2.555
H 2.207 3.989 4.208
H 0.381 3.183 2.622
H -0.798 1.868 4.164
H 0.149 2.991 5.138
H 1.681 2.234 6.522
H 2.741 1.183 5.541
H 1.748 0.487 6.825
H 0.373 0.919 2.049
H 1.700 0.610 2.904
C -7.636 1.254 -0.785
C -6.371 2.077 -1.013
C -6.555 3.575 -0.733
O -7.244 4.289 -1.746
C -8.652 4.232 -1.672
N -5.872 1.819 -2.363
H -8.366 1.397 -1.583
H -7.391 0.193 -0.760
H -8.111 1.514 0.164
H -5.615 1.716 -0.311
H -5.564 4.029 -0.679
H -7.040 3.738 0.240
H -9.000 4.214 -0.634
H -9.048 3.363 -2.204
H -9.044 5.129 -2.154
H -4.976 2.291 -2.470
H -6.487 2.298 -3.016
```

The calculation puts the LUMO energy at 2.529 eV. The charge is -1. Its HOMO-LUMO gap is 7.8 eV. Its multiplicity is 1. The largest force on an atom comes out at 0.0169 hartree/bohr. Its total energy is -4339.5062 hartree.

For reference, the Löwdin charges in units of e are: number 1, O, carries 0.034; number 2, C, carries -0.632; number 3, O, carries 0.035; number 4, C, carries -0.190; number 5, In, carries 0.385; number 6, Br, carries -0.097; number 7, C, carries -0.291; number 8, O, carries -0.279; number 9, O, carries -0.105; number 10, H, carries 0.096; number 11, H, carries 0.023; number 12, H, carries 0.042; number 13, H, carries -0.065; number 14, H, carries 0.029; number 15, H, carries 0.033; number 16, H, carries 0.084; number 17, C, carries -0.077; number 18, C, carries -0.436; number 19, C, carries -0.217; number 20, O, carries -0.223; number 21, C, carries -0.120; number 22, N, carries 0.046; number 23, H, carries 0.062; number 24, H, carries 0.069; number 25, H, carries 0.074; number 26, H, carries 0.129; number 27, H, carries 0.122; number 28, H, carries 0.118; number 29, H, carries 0.089; number 30, H, carries 0.076; number 31, H, carries 0.054; number 32, H, carries 0.053; number 33, H, carries 0.074; number 34, C, carries -0.062; number 35, C, carries -0.432; number 36, C, carries -0.215; number 37, O, carries -0.193; number 38, C, carries -0.115; number 39, N, carries 0.053; number 40, H, carries 0.070; number 41, H, carries 0.066; number 42, H, carries 0.080; number 43, H, carries 0.133; number 44, H, carries 0.116; number 45, H, carries 0.114; number 46, H, carries 0.087; number 47, H, carries 0.077; number 48, H, carries 0.082; number 49, H, carries 0.062; number 50, H, carries 0.073; number 51, C, carries -0.070; number 52, C, carries -0.427; number 53, C, carries -0.207; number 54, O, carries -0.189; number 55, C, carries -0.118; number 56, N, carries 0.060; number 57, H, carries 0.062; number 58, H, carries 0.075; number 59, H, carries 0.074; number 60, H, carries 0.138; number 61, H, carries 0.122; number 62, H, carries 0.115; number 63, H, carries 0.087; number 64, H, carries 0.074; number 65, H, carries 0.083; number 66, H, carries 0.060; number 67, H, carries 0.074; number 68, C, carries -0.076; number 69, C, carries -0.429; number 70, C, carries -0.201; number 71, O, carries -0.188; number 72, C, carries -0.119; number 73, N, carries 0.053; number 74, H, carries 0.060; number 75, H, carries 0.073; number 76, H, carries 0.074; number 77, H, carries 0.140; number 78, H, carries 0.124; number 79, H, carries 0.116; number 80, H, carries 0.087; number 81, H, carries 0.073; number 82, H, carries 0.083; number 83, H, carries 0.059; number 84, H, carries 0.068

ORCA calculation (ωB97M-V/def2-TZVPD) on a 6-piece molecular cluster, C19H51ClN2O16PS5 overall.

The geometry in XYZ format:
```
95
C19H51ClN2O16PS5 ωB97M-V/def2-TZVPD
O 1.905 -3.309 -1.359
P 1.048 -3.458 -2.717
Cl 1.646 -5.287 -3.384
C -0.635 -3.950 -2.001
C -1.727 -3.163 -2.706
N -3.069 -3.768 -2.335
C -3.046 -4.487 -1.003
C -2.024 -3.962 0.004
N -0.695 -3.667 -0.572
H 2.013 -2.375 -1.153
H -0.778 -5.018 -2.185
H -1.737 -2.138 -2.331
H -1.633 -3.106 -3.790
H -3.786 -3.046 -2.340
H -3.296 -4.446 -3.059
H -2.785 -5.517 -1.238
H -4.049 -4.527 -0.583
H -2.388 -3.088 0.542
H -1.922 -4.769 0.732
H -0.588 -2.658 -0.501
O 3.707 -3.952 -9.685
S 3.946 -2.691 -9.056
O 5.104 -2.506 -8.241
O 2.650 -2.300 -8.211
C 2.158 -3.290 -7.286
C 2.971 -3.356 -6.010
C 3.848 -1.395 -10.238
H 2.116 -4.261 -7.782
H 1.134 -2.986 -7.072
H 3.974 -3.736 -6.200
H 2.485 -4.018 -5.289
H 3.076 -2.362 -5.571
H 2.942 -1.523 -10.824
H 4.728 -1.479 -10.871
H 3.848 -0.444 -9.714
O -1.141 -0.291 0.452
S -0.899 0.735 1.434
O 0.332 0.723 2.157
O -2.108 0.759 2.456
C -2.503 -0.476 3.106
C -1.576 -0.856 4.241
C -1.154 2.320 0.736
H -2.574 -1.271 2.362
H -3.504 -0.280 3.485
H -0.588 -1.133 3.874
H -1.989 -1.704 4.785
H -1.455 -0.019 4.927
H -2.108 2.337 0.215
H -0.335 2.506 0.044
H -1.133 3.053 1.537
O 1.677 -3.737 2.919
S 3.100 -3.580 2.844
O 3.906 -3.829 3.995
O 3.414 -2.128 2.276
C 2.792 -0.998 2.939
C 3.484 -0.631 4.234
C 3.726 -4.483 1.473
H 1.733 -1.208 3.093
H 2.860 -0.181 2.224
H 3.352 -1.404 4.989
H 3.070 0.301 4.620
H 4.554 -0.504 4.074
H 3.122 -4.250 0.600
H 3.649 -5.542 1.711
H 4.765 -4.213 1.310
O -4.865 2.155 4.593
S -4.788 3.241 3.663
O -3.685 4.149 3.710
O -6.145 4.054 3.696
C -6.617 4.524 4.986
C -5.880 5.757 5.460
C -4.950 2.624 2.023
H -6.554 3.712 5.711
H -7.671 4.743 4.831
H -4.841 5.533 5.699
H -6.360 6.150 6.356
H -5.884 6.527 4.689
H -5.810 1.962 1.983
H -4.034 2.081 1.804
H -5.071 3.465 1.346
O 3.592 4.101 1.472
S 2.269 4.638 1.441
O 1.349 4.188 0.435
O 2.349 6.217 1.408
C 3.191 6.829 0.399
C 2.541 6.848 -0.968
C 1.512 4.479 3.020
H 4.157 6.323 0.379
H 3.359 7.842 0.756
H 2.441 5.843 -1.375
H 3.147 7.438 -1.655
H 1.543 7.284 -0.911
H 2.199 4.850 3.774
H 1.315 3.418 3.170
H 0.583 5.044 3.022
```

The calculation puts the LUMO energy at -3.323 eV. The charge is +1. Its HOMO-LUMO gap is 8.9 eV. Its multiplicity is 1. The largest force on an atom comes out at 0.0139 hartree/bohr. Its total energy is -4860.1093 hartree.

For reference, the Löwdin charges in units of e are: number 1, O, carries -0.334; number 2, P, carries 0.591; number 3, Cl, carries 0.336; number 4, C, carries -0.525; number 5, C, carries -0.131; number 6, N, carries 0.080; number 7, C, carries -0.094; number 8, C, carries -0.156; number 9, N, carries -0.036; number 10, H, carries 0.065; number 11, H, carries 0.093; number 12, H, carries 0.136; number 13, H, carries 0.127; number 14, H, carries 0.181; number 15, H, carries 0.180; number 16, H, carries 0.130; number 17, H, carries 0.137; number 18, H, carries 0.111; number 19, H, carries 0.130; number 20, H, carries 0.082; number 21, O, carries -0.271; number 22, S, carries 0.569; number 23, O, carries -0.269; number 24, O, carries -0.265; number 25, C, carries -0.255; number 26, C, carries -0.095; number 27, C, carries -0.120; number 28, H, carries 0.115; number 29, H, carries 0.116; number 30, H, carries 0.079; number 31, H, carries -0.029; number 32, H, carries 0.085; number 33, H, carries 0.076; number 34, H, carries 0.080; number 35, H, carries 0.076; number 36, O, carries -0.306; number 37, S, carries 0.575; number 38, O, carries -0.260; number 39, O, carries -0.278; number 40, C, carries -0.232; number 41, C, carries -0.048; number 42, C, carries -0.112; number 43, H, carries 0.097; number 44, H, carries 0.119; number 45, H, carries 0.063; number 46, H, carries 0.090; number 47, H, carries 0.094; number 48, H, carries 0.074; number 49, H, carries 0.065; number 50, H, carries 0.079; number 51, O, carries -0.289; number 52, S, carries 0.562; number 53, O, carries -0.264; number 54, O, carries -0.265; number 55, C, carries -0.258; number 56, C, carries -0.059; number 57, C, carries -0.116; number 58, H, carries 0.084; number 59, H, carries 0.114; number 60, H, carries 0.074; number 61, H, carries 0.081; number 62, H, carries 0.088; number 63, H, carries 0.042; number 64, H, carries 0.080; number 65, H, carries 0.081; number 66, O, carries -0.276; number 67, S, carries 0.555; number 68, O, carries -0.273; number 69, O, carries -0.262; number 70, C, carries -0.238; number 71, C, carries -0.069; number 72, C, carries -0.115; number 73, H, carries 0.115; number 74, H, carries 0.123; number 75, H, carries 0.073; number 76, H, carries 0.085; number 77, H, carries 0.086; number 78, H, carries 0.078; number 79, H, carries 0.039; number 80, H, carries 0.080; number 81, O, carries -0.265; number 82, S, carries 0.566; number 83, O, carries -0.294; number 84, O, carries -0.258; number 85, C, carries -0.240; number 86, C, carries -0.071; number 87, C, carries -0.110; number 88, H, carries 0.116; number 89, H, carries 0.124; number 90, H, carries 0.070; number 91, H, carries 0.084; number 92, H, carries 0.085; number 93, H, carries 0.080; number 94, H, carries 0.068; number 95, H, carries 0.079